DFT (ωB97M-V/def2-TZVPD) results for a 2-piece molecular cluster, C19H41BrClNO5PS overall in a non-equilibrium geometry.

Output
charge: +1

Geometry as XYZ:
```
70
C19H41BrClNO5PS | OMol25 | ωB97M-V/def2-TZVPD
O 0.484 3.210 -0.634
C -2.084 1.354 -1.108
C 0.653 1.008 1.513
C -4.396 -1.527 -1.217
C 4.946 0.512 7.822
C 0.000 -3.711 -0.779
H -0.324 -3.992 0.218
C -5.036 -0.590 -0.163
C -3.747 -0.738 -2.357
H -0.125 0.204 -3.452
H 1.426 0.561 -2.007
C 3.147 -3.184 5.492
P -2.009 -0.229 -2.034
C -1.107 -2.933 -1.545
C -1.672 2.545 -6.310
H 5.645 1.311 8.070
H 2.230 -3.264 4.913
O 4.762 -1.630 6.629
H -4.271 -0.285 0.548
H 2.669 1.254 -1.034
H -0.041 0.422 2.113
H 2.009 -0.508 0.777
C -0.985 -1.467 -1.134
H -0.518 3.963 -5.119
H 6.514 -0.852 7.298
H 4.056 0.965 7.385
C -0.954 3.888 -6.111
H -1.200 2.305 -3.682
H -1.670 4.690 -6.261
C -1.192 0.144 -3.627
H 2.781 1.008 1.342
Br -0.812 -3.260 -3.441
H -3.722 -2.223 -0.725
H -1.437 -0.615 -4.356
N 0.048 1.107 0.176
H -1.541 2.264 -7.350
H -2.745 2.673 -6.151
H 0.839 -3.027 -0.656
S 3.503 -1.468 5.675
H 2.118 -0.154 2.528
H -4.318 0.177 -2.474
H 0.348 -4.541 -1.379
H -0.171 4.039 -6.846
H 3.006 -3.619 6.478
Cl -3.945 -1.585 -3.923
H -5.425 0.300 -0.654
H 3.971 -3.662 4.968
H -1.704 2.199 -1.676
H -1.153 -1.328 -0.070
H -5.854 -1.086 0.339
H 1.973 2.212 -2.379
H 5.848 0.003 5.918
H -3.138 1.559 -0.924
O 3.938 -0.945 4.415
H -2.038 -3.390 -1.243
O 2.436 -0.856 6.402
H -1.558 2.320 0.724
C 1.768 1.503 -1.586
C 5.590 -0.472 6.866
O -1.139 1.488 -5.527
C -1.395 1.344 0.257
C -1.664 1.477 -4.223
H -2.756 1.537 -4.258
H -1.812 0.558 0.879
C 0.712 2.065 -0.663
H -5.200 -2.127 -1.627
C 2.006 0.275 1.530
H 0.749 1.982 2.004
H 0.044 -1.170 -1.310
H 4.638 0.011 8.740
```

***

DFT (ωB97M-V/def2-TZVPD) results for C23H28ClIrN4O2Si as an isolated structure.

Output
energy above the lowest of the compared OMol25 structures with the same formula, charge and spin: 5.06 kcal per mole
charge: 0

Geometry as XYZ:
```
60
C23H28ClIrN4O2Si | OMol25 | ωB97M-V/def2-TZVPD
H -4.573 1.408 4.203
Ir 1.100 -0.722 -0.984
C 1.777 -0.965 1.967
H 4.276 2.330 -0.473
C -4.580 1.258 3.132
C 0.992 -0.651 -5.793
H -1.507 0.849 2.602
N 0.910 -1.282 1.001
H 3.207 -0.354 -3.269
C -3.335 0.811 1.099
C -0.149 -0.623 -5.023
C 1.440 2.545 -2.047
H 1.749 2.208 -3.038
H -6.686 1.505 2.914
C 0.180 -2.387 5.083
H 2.302 -1.001 4.028
H 3.578 -1.520 -1.768
H 2.650 -0.407 1.661
C 2.850 -1.707 -0.981
C -2.035 0.531 0.423
C 1.514 2.271 0.926
C 1.576 -1.308 3.287
C 2.268 -0.450 -3.794
C -3.363 1.016 2.492
H -0.725 -2.984 5.182
O -2.251 0.980 3.247
H 0.351 2.639 -2.047
C 0.445 -2.031 3.652
O -0.977 0.603 1.080
H -2.172 -0.221 -3.220
C -0.169 -1.997 1.338
Cl 2.186 -3.391 -1.371
H 1.862 3.541 -1.887
H 3.153 -0.520 -5.728
H 0.925 -0.748 -6.869
C 2.230 -0.537 -5.167
C 3.882 1.336 -0.703
H 2.120 3.178 1.012
H 1.656 1.687 1.835
C -1.185 -0.322 -2.785
N 1.165 -0.463 -3.036
C -0.039 -0.502 -3.637
H -4.498 0.708 -0.679
H -6.656 1.166 0.456
N -2.144 0.232 -0.884
H -1.134 -0.679 -5.465
C -4.537 0.869 0.389
H 4.274 1.051 -1.683
C -5.737 1.120 1.024
C -5.750 1.311 2.404
H 1.015 -2.950 5.503
H 0.464 2.555 0.892
Si 1.991 1.388 -0.664
H 0.059 -1.482 5.680
H -1.325 -2.957 2.844
C -0.426 -2.393 2.633
H -0.857 -2.230 0.536
H 4.298 0.640 0.030
H 3.387 -1.836 -0.042
N -1.020 -0.112 -1.513
```

***

DFT (ωB97M-V/def2-TZVPD) results for a 27-piece molecular cluster, C11H76NO26 overall in a non-equilibrium geometry.

Output
energy above the lowest of the compared OMol25 structures with the same formula, charge and spin: 67.98 kcal per mole
charge: +1

Geometry as XYZ:
```
114
C11H76NO26 | OMol25 | ωB97M-V/def2-TZVPD
O -3.688 -3.242 4.004
H 2.471 -4.733 -0.856
H 3.359 1.677 0.170
C 2.138 -1.192 -0.182
H 3.309 0.868 1.788
H -1.096 4.532 -0.937
H -2.599 -0.997 5.125
O 0.738 -0.849 -6.381
O -4.474 -4.925 1.845
C 0.583 0.215 -1.585
H -5.571 -0.580 2.079
H -1.124 1.804 -6.255
H -1.865 2.531 -5.019
H 0.843 2.006 3.994
C 1.181 1.554 -3.615
H 5.013 -2.783 2.814
H -3.855 -5.033 1.027
H -1.040 0.862 1.592
H -7.519 -3.618 2.381
H 0.883 -4.867 -1.264
H 5.486 0.178 3.361
H -1.017 4.497 -3.942
O -1.329 1.176 -5.562
H -1.771 -2.836 -4.571
H 2.245 -4.332 1.104
H 5.863 2.665 0.335
O -0.974 -2.202 -4.289
O -1.900 -0.541 5.622
H 4.784 -1.977 -3.039
H 1.625 5.389 -0.252
C -3.423 -1.519 0.772
H 4.798 3.276 2.122
H 3.130 -4.414 2.301
O 1.919 4.387 -0.007
H -3.275 0.323 1.900
H 5.384 -2.837 -1.973
O -2.631 3.352 1.092
H -0.053 4.491 -2.770
O 6.012 2.012 -0.323
H -0.258 -2.641 -4.456
H 0.745 0.631 -4.215
C -1.330 0.097 0.852
H 1.151 0.719 1.943
H 5.546 1.381 3.394
O 5.637 3.431 1.942
O 1.592 -4.250 -1.101
H -2.350 4.339 0.868
H -2.678 -2.212 0.445
C 1.540 1.197 -2.128
H -1.802 2.997 1.021
H 1.064 1.833 0.594
H -0.287 0.844 -1.314
H 2.015 -1.905 -1.055
H 2.600 4.312 -0.602
H 0.529 -0.590 -2.331
H -0.583 0.525 -5.505
H -5.343 1.607 -1.246
H -5.879 0.543 -0.122
H -5.294 -5.226 1.777
H -3.614 -1.400 -2.610
H -3.810 -3.671 3.142
H 1.950 2.085 -3.932
H 0.677 -3.150 4.363
O -5.059 -0.909 3.844
N 0.907 -0.225 -0.136
H 1.832 -2.423 3.516
O 0.737 2.616 3.335
O -7.332 -3.534 1.313
H 2.602 0.868 -2.142
H 1.706 2.212 -1.498
H -1.993 -1.054 2.426
C 3.418 -0.531 0.074
H -0.657 -1.798 -0.232
O -6.235 -0.523 1.423
H 3.740 4.368 -2.941
H 4.092 -0.435 -0.683
H -5.713 -1.008 4.671
H 0.220 -1.483 1.211
O 4.818 -1.943 3.251
C -0.229 -0.931 0.496
H 2.080 -1.940 0.555
H -7.043 -0.741 1.890
H 0.254 3.891 -0.493
C 3.029 0.798 0.754
O 4.696 -2.875 -2.704
O 3.881 3.927 -2.131
H 3.881 -1.181 1.046
H 4.579 3.190 -2.289
H 1.186 -0.098 -6.886
H -1.734 -0.825 6.500
C 1.489 0.779 0.841
O 2.171 -3.935 2.037
H -0.102 3.183 3.689
H 5.879 4.358 1.738
H 0.204 2.216 -3.665
H -4.446 -1.684 3.803
O 1.197 -2.227 4.175
H -6.940 -2.676 1.377
H -1.926 0.631 0.070
O -2.263 3.103 -4.549
H -2.122 -0.845 -3.220
O 6.178 0.741 3.219
H -3.792 -0.962 -0.079
H 6.171 1.144 0.130
O -0.241 4.930 -3.640
O -3.017 -0.682 -2.690
H -4.286 -1.999 1.412
H 4.937 -2.345 4.162
H 1.206 -0.708 -5.561
O -5.997 1.166 -0.735
H -2.935 2.862 -3.995
C -2.511 -0.589 1.633
O -0.481 3.803 -1.051
H -4.432 -3.459 4.408
```

***

Here are the calculated gap between HOMO and LUMO numbers, same order: 9.982; 6.987; 9.224 (eV).